Entry 1:
Formula: C19H28N4O6S
Source: the OMol25 dataset
Level of theory: wB97M-V/def2-TZVPD

Results
Energy relative to the best compared isomer or geometry (same formula, charge and spin), kcal per mole: 121.1
SMILES string: CCO[C@H]1CC[C@@H](CON=O)OS1(=O)=O.c1cc[nH]c1.c1cc[nH]c1.c1cc[nH]c1
HOMO-LUMO gap, eV: 6.99
Molecular weight, g mol⁻¹: 440.52
LUMO level, eV: -0.9
Net charge: 0

Atoms and positions in Å:
C  4.172  1.340  0.279
C  2.859  1.910  -0.226
O  1.805  1.196  0.442
C  0.543  1.775  0.289
C  0.035  1.792  -1.138
C  0.052  0.398  -1.769
C  -0.400  -0.715  -0.827
C  0.729  -1.590  -0.278
O  0.978  -2.578  -1.309
N  2.380  -2.662  -1.610
O  2.612  -2.240  -2.660
O  -1.250  -0.220  0.230
S  -0.619  0.797  1.277
O  0.078  0.088  2.293
O  -1.680  1.686  1.648
H  4.420  0.427  -0.255
H  4.975  2.066  0.208
H  4.040  1.084  1.329
H  2.752  1.755  -1.301
H  2.762  2.972  0.011
H  0.510  2.776  0.727
H  0.628  2.473  -1.747
H  -0.975  2.205  -1.139
H  1.050  0.187  -2.150
H  -0.607  0.426  -2.636
H  -1.029  -1.393  -1.399
H  0.426  -2.098  0.633
H  1.641  -1.021  -0.120
C  4.738  -6.780  1.060
C  4.869  -5.623  1.875
C  4.079  -4.647  1.327
N  3.479  -5.169  0.215
C  3.873  -6.467  0.045
H  5.222  -7.731  1.203
H  5.472  -5.520  2.761
H  3.894  -3.632  1.633
H  2.848  -4.670  -0.384
H  3.506  -7.056  -0.778
C  -4.181  0.762  -5.296
C  -4.755  -0.436  -4.790
C  -4.470  -0.493  -3.453
N  -3.744  0.623  -3.133
C  -3.565  1.394  -4.250
H  -4.218  1.119  -6.312
H  -5.316  -1.169  -5.345
H  -4.720  -1.226  -2.706
H  -3.402  0.842  -2.216
H  -3.021  2.321  -4.204
C  -2.756  4.525  5.326
C  -4.123  4.745  5.004
C  -4.388  4.040  3.859
N  -3.239  3.408  3.478
C  -2.242  3.694  4.364
H  -2.215  4.926  6.166
H  -4.828  5.348  5.551
H  -5.294  3.936  3.288
H  -3.133  2.818  2.671
H  -1.256  3.280  4.237

***

Entry 2:
Formula: C19H18N2O4S
Source: the OMol25 dataset
Level of theory: wB97M-V/def2-TZVPD

Results
Energy relative to the best compared isomer or geometry (same formula, charge and spin), kcal per mole: 127.4
SMILES string: CN(C)/C=C(\Oc1ccc(C#N)cc1)C(=O)c1ccc(S(C)(=O)=O)cc1
HOMO-LUMO gap, eV: 7.58
Molecular weight, g mol⁻¹: 370.43
LUMO level, eV: -0.6
Net charge: 0

Atoms and positions in Å:
C  0.365  4.483  0.930
N  0.771  3.824  2.170
C  1.327  4.584  3.334
C  0.959  2.451  2.203
C  0.443  1.504  1.310
O  -0.280  1.847  0.158
C  -1.485  1.194  -0.132
C  -2.294  0.480  0.786
C  -3.431  -0.191  0.382
C  -3.880  -0.137  -0.944
C  -5.192  -0.613  -1.263
N  -6.293  -0.909  -1.450
C  -3.092  0.574  -1.917
C  -1.925  1.274  -1.483
C  0.771  0.125  1.647
O  0.775  -0.200  2.818
C  0.959  -0.910  0.623
C  0.556  -2.253  0.887
C  0.661  -3.251  -0.082
C  1.192  -2.928  -1.359
S  1.351  -4.255  -2.617
C  3.018  -4.929  -2.356
O  1.297  -3.743  -3.995
O  0.377  -5.348  -2.392
C  1.551  -1.577  -1.658
C  1.411  -0.612  -0.664
H  0.974  4.112  0.116
H  0.539  5.585  0.989
H  -0.689  4.249  0.704
H  1.136  4.040  4.276
H  0.869  5.588  3.395
H  2.400  4.631  3.208
H  1.475  2.069  3.058
H  -2.025  0.408  1.851
H  -4.077  -0.665  1.090
H  -3.416  0.601  -2.968
H  -1.304  1.825  -2.197
H  0.174  -2.518  1.840
H  0.321  -4.283  0.147
H  3.094  -5.825  -2.994
H  3.733  -4.182  -2.702
H  3.252  -5.246  -1.327
H  1.950  -1.271  -2.609
H  1.679  0.401  -0.812

***

Entry 3:
Formula: C3H4OS2
Source: the OMol25 dataset
Level of theory: wB97M-V/def2-TZVPD

Results
Energy relative to the best compared isomer or geometry (same formula, charge and spin), kcal per mole: 17.0
SMILES string: O=C(S)[C@@H]1CS1
HOMO-LUMO gap, eV: 9.67
Molecular weight, g mol⁻¹: 120.20
LUMO level, eV: 0.4
Net charge: 0

Atoms and positions in Å:
O  0.670  -1.615  0.131
C  0.754  -0.444  0.393
S  2.028  0.237  1.438
C  -0.201  0.608  -0.121
C  -1.473  0.126  -0.722
S  -0.293  0.767  -1.920
H  2.623  -0.957  1.665
H  -0.166  1.556  0.446
H  -1.598  -0.962  -0.757
H  -2.344  0.685  -0.552

***

Entry 4:
Formula: C5H6O2Yb
Source: the OMol25 dataset
Level of theory: wB97M-V/def2-TZVPD

Results
Spin multiplicity: 2
HOMO-LUMO gap (spin up / spin down), eV: 6.86 / 6.09
Molecular weight, g mol⁻¹: 271.14
LUMO level (spin up / spin down), eV: -3.5 / -4.7
Net charge: +1
Expectation value of S²: 0.750

Atoms and positions in Å:
C  1.091  0.348  1.515
C  0.164  0.164  0.754
C  -1.056  -0.097  -0.013
C  -1.650  -1.446  0.302
O  -2.835  -1.639  0.467
Yb  -5.162  -0.343  1.130
H  1.872  0.460  2.247
H  -0.810  -0.115  -1.090
H  -1.807  0.690  0.141
H  -0.938  -2.294  0.354
C  2.941  0.573  -1.026
O  2.617  1.610  -1.742
H  2.363  -0.265  -1.481
H  3.208  2.355  -1.558

***

Entry 5:
Formula: C21H26N2O4
Source: the OMol25 dataset
Level of theory: wB97M-V/def2-TZVPD

Results
Energy relative to the best compared isomer or geometry (same formula, charge and spin), kcal per mole: 18.9
SMILES string: O=C1[C@@H]2[C@H]3CC[C@H](C3)[C@@H]2C(=O)N1[C@H]1CC[C@H](C(=O)NCc2ccco2)CC1
HOMO-LUMO gap, eV: 9.37
Molecular weight, g mol⁻¹: 370.45
LUMO level, eV: 0.8
Net charge: 0

Atoms and positions in Å:
O  2.578  -0.785  -2.541
C  2.655  -0.141  -1.528
C  3.798  0.748  -1.094
C  5.065  -0.067  -0.774
C  6.180  0.928  -0.433
C  5.752  1.477  0.945
C  4.443  0.730  1.227
C  4.729  -0.637  0.604
C  3.374  1.292  0.272
C  2.014  0.678  0.535
O  1.340  0.840  1.521
N  1.686  -0.118  -0.540
C  0.463  -0.904  -0.676
C  -0.790  -0.014  -0.736
C  -1.537  -0.003  0.592
C  -2.073  -1.412  0.910
C  -3.380  -1.584  0.142
O  -3.454  -2.085  -0.960
N  -4.462  -1.099  0.797
C  -5.750  -0.952  0.144
C  -6.004  0.470  -0.237
C  -5.409  1.270  -1.169
C  -6.018  2.542  -1.045
C  -6.933  2.421  -0.046
O  -6.928  1.173  0.453
C  -1.064  -2.491  0.496
C  0.357  -1.942  0.446
H  3.986  1.501  -1.860
H  5.319  -0.782  -1.554
H  6.269  1.712  -1.183
H  7.139  0.414  -0.371
H  5.610  2.557  0.936
H  6.492  1.243  1.709
H  4.132  0.741  2.270
H  5.575  -1.141  1.068
H  3.870  -1.306  0.603
H  3.301  2.378  0.342
H  0.581  -1.419  -1.637
H  -0.503  1.002  -1.014
H  -1.457  -0.397  -1.510
H  -2.367  0.707  0.537
H  -0.865  0.328  1.383
H  -2.282  -1.477  1.982
H  -4.330  -0.605  1.666
H  -6.544  -1.297  0.811
H  -5.708  -1.585  -0.747
H  -4.641  0.980  -1.857
H  -5.804  3.418  -1.621
H  -7.623  3.119  0.385
H  -1.341  -2.860  -0.495
H  -1.113  -3.331  1.190
H  0.608  -1.482  1.402
H  1.066  -2.752  0.262

***

Entry 6:
Formula: C3H10NO
Source: the OMol25 dataset
Level of theory: wB97M-V/def2-TZVPD

Results
Energy relative to the best compared isomer or geometry (same formula, charge and spin), kcal per mole: 39.5
HOMO-LUMO gap, eV: 4.30
Molecular weight, g mol⁻¹: 76.12
LUMO level, eV: 2.7
Net charge: -1

Atoms and positions in Å:
C  5.182  -0.785  -1.596
O  5.590  -1.903  -0.993
H  4.331  -0.909  -2.345
H  5.922  -0.316  -2.322
H  4.857  0.053  -0.926
C  -3.237  1.948  1.236
N  -3.155  0.521  1.201
C  -4.108  -0.084  0.326
H  -4.018  2.279  1.943
H  -3.526  2.471  0.316
H  -2.359  2.402  1.693
H  -2.223  0.251  0.903
H  -5.132  0.070  0.649
H  -4.070  0.289  -0.716
H  -3.929  -1.157  0.231